1.
Entry from OMol25: a single C7H6BrNS molecule (the ωB97M-V functional and the def2-TZVPD basis).

⟨S²⟩: 2.030
Lowest unoccupied orbital energy (spin up / spin down), eV: 0.3 / -2.3

Structure (ORCA input):
```
! wB97M-V def2-TZVPD RIJCOSX def2/J DEFGRID3
* xyz 0 3
C -1.302 0.158 -2.063
C -2.212 0.191 -0.979
C 0.061 0.117 -1.735
C -1.837 0.088 0.360
C 0.281 0.058 -0.409
C -0.462 0.133 0.742
C 2.197 0.276 1.723
N 2.456 -0.450 0.618
S 0.215 -0.077 2.305
Br 2.659 -2.285 0.661
H -1.471 0.163 -3.039
H -3.363 0.162 -1.092
H 0.724 0.042 -2.574
H -2.628 -0.021 1.117
H 2.574 0.151 2.745
H 2.109 1.293 1.619
*
```

2.
Entry from OMol25: a molecular structure, C7H6Cl2F5O7RhS2Te (the ωB97M-V functional and the def2-TZVPD basis).

⟨S²⟩: 6.009
Relative energy (zero: lowest compared OMol25 entry of this formula, charge and spin), kcal/mol: 5.6
Lowest unoccupied orbital energy (spin up / spin down), eV: -2.8 / -3.6

Structure (ORCA input):
```
! wB97M-V def2-TZVPD RIJCOSX def2/J DEFGRID3
* xyz 0 5
Rh -0.967 -0.461 0.306
O 2.861 -1.200 0.669
S 1.616 -0.535 0.449
O 0.715 -1.070 -0.755
O 0.645 -0.743 1.618
C 2.047 1.124 0.063
C 3.259 1.301 -0.586
C 3.673 2.606 -0.891
C 2.964 3.712 -0.406
C 1.792 3.546 0.289
C 1.276 2.243 0.488
S -0.491 2.223 0.738
O -1.010 3.562 0.839
O -0.973 1.413 -0.537
O -0.838 1.294 1.847
H 3.820 0.430 -0.868
H 4.537 2.725 -1.531
H 3.290 4.722 -0.635
H 1.215 4.443 0.588
Cl -3.317 0.240 0.919
C -4.281 -1.287 1.010
Cl -3.743 -2.539 2.139
H -4.177 -1.709 0.031
H -5.332 -1.051 1.264
F -2.163 -1.451 -1.053
Te -1.056 -3.720 -0.867
F -1.106 -3.253 -2.710
F 0.789 -4.011 -1.316
F -2.989 -4.026 -1.129
F -1.085 -5.644 -0.653
O -0.970 -2.883 0.680
*
```

3.
Entry from OMol25: a single C7H6Cl3O3P molecule (the ωB97M-V functional and the def2-TZVPD basis).

Relative energy (zero: lowest compared OMol25 entry of this formula, charge and spin), kcal/mol: 1.1
Lowest unoccupied orbital energy, eV: -0.2

Structure (ORCA input):
```
! wB97M-V def2-TZVPD RIJCOSX def2/J DEFGRID3
* xyz 0 1
C 2.534 -0.845 0.206
C 2.841 0.473 0.225
C 1.351 -1.381 -0.270
C 1.904 1.325 -0.381
C 0.392 -0.520 -0.872
C 0.695 0.841 -0.860
C -0.780 -1.266 -1.364
O -3.421 -0.712 1.221
O -3.055 1.785 0.615
O -1.177 0.527 1.538
P -2.294 0.428 0.656
Cl -0.336 2.020 -1.516
Cl -2.159 -0.170 -1.380
Cl -1.258 -2.663 -0.230
H 3.240 -1.655 0.500
H 3.740 0.927 0.641
H 1.123 -2.465 -0.264
H 2.093 2.426 -0.324
H -2.992 -1.552 0.977
H -2.440 2.478 0.881
*
```

4.
Entry from OMol25: a molecular structure, C7H6ClFMoO4S (the ωB97M-V functional and the def2-TZVPD basis).

⟨S²⟩: 2.033
Relative energy (zero: lowest compared OMol25 entry of this formula, charge and spin), kcal/mol: 0.0
Lowest unoccupied orbital energy (spin up / spin down), eV: -0.9 / -3.6

Structure (ORCA input):
```
! wB97M-V def2-TZVPD RIJCOSX def2/J DEFGRID3
* xyz 0 3
Mo -1.381 1.928 -0.425
O -1.595 -0.958 1.440
Cl -2.924 -0.356 1.602
O -3.945 -1.241 2.165
O -1.422 2.211 1.269
O -2.284 0.623 -1.085
S -1.809 3.703 -1.539
F 1.393 -3.381 0.805
C 1.241 -2.137 0.373
C 1.432 -1.094 1.278
C 1.278 0.187 0.831
C 0.938 0.449 -0.532
C 0.797 1.783 -1.011
C 0.752 -0.661 -1.416
C 0.904 -1.941 -0.968
H 1.682 -1.318 2.305
H 1.417 1.025 1.501
H 0.917 1.900 -2.083
H 1.336 2.538 -0.444
H 0.501 -0.464 -2.450
H 0.771 -2.795 -1.616
*
```

5.
Entry from OMol25: a single C7H6F2N2O4 molecule (the ωB97M-V functional and the def2-TZVPD basis).

Relative energy (zero: lowest compared OMol25 entry of this formula, charge and spin), kcal/mol: 0.0
SMILES: O=[N+]([O-])[C@](F)(/C(F)=[N+](/[O-])O)C1C=CC=C1
Lowest unoccupied orbital energy, eV: -0.2

Structure (ORCA input):
```
! wB97M-V def2-TZVPD RIJCOSX def2/J DEFGRID3
* xyz 0 1
O 2.310 1.284 -1.583
N 2.105 1.598 -0.432
O 2.195 2.691 0.059
C 1.546 0.468 0.430
F 1.916 0.793 1.658
C 2.093 -0.909 0.088
F 1.179 -1.788 -0.227
N 3.354 -1.136 -0.008
O 3.919 -2.176 -0.266
O 4.169 -0.048 0.373
C -0.021 0.557 0.264
C -0.657 0.329 -1.062
C -1.806 -0.342 -0.858
C -1.917 -0.664 0.544
C -0.848 -0.212 1.236
H 4.902 -0.027 -0.244
H -0.367 1.637 0.643
H -0.374 0.705 -1.936
H -2.468 -0.599 -1.703
H -2.779 -1.218 1.037
H -0.669 -0.394 2.303
*
```

6.
Entry from OMol25: a single C7H6F3NO molecule (the ωB97M-V functional and the def2-TZVPD basis).

Relative energy (zero: lowest compared OMol25 entry of this formula, charge and spin), kcal/mol: 0.0
SMILES: NC(=O)[C@@H]1C=CC=C(F)C1(F)F
Lowest unoccupied orbital energy, eV: 0.4

Structure (ORCA input):
```
! wB97M-V def2-TZVPD RIJCOSX def2/J DEFGRID3
* xyz 0 1
N -1.414 -1.413 -1.893
C -0.819 -1.091 -0.720
O -0.653 -1.858 0.214
C 0.018 0.211 -0.791
C 1.469 -0.210 -0.279
C 1.699 -0.179 1.052
C 0.760 0.300 2.001
C -0.324 0.907 1.584
F -1.343 1.456 2.275
C -0.420 1.302 0.146
F 0.375 2.406 -0.142
F -1.662 1.722 -0.208
H -1.713 -0.709 -2.656
H -1.744 -2.310 -2.263
H 0.141 0.635 -1.811
H 2.101 -0.729 -1.033
H 2.684 -0.623 1.438
H 0.842 0.182 3.085
*
```

7.
Entry from OMol25: a molecular structure, C7H6FeO6 (the ωB97M-V functional and the def2-TZVPD basis).

⟨S²⟩: 8.788
Relative energy (zero: lowest compared OMol25 entry of this formula, charge and spin), kcal/mol: 0.0
Lowest unoccupied orbital energy (spin up / spin down), eV: -14.9 / -18.2

Structure (ORCA input):
```
! wB97M-V def2-TZVPD RIJCOSX def2/J DEFGRID3
* xyz 3 6
O 0.010 0.005 -4.731
C -0.043 -0.024 -3.573
Fe -0.025 -0.016 -0.169
O 1.740 -2.271 0.216
C 1.054 -1.412 -0.074
C -1.148 1.400 -0.091
O -1.809 2.226 0.197
C -1.445 -1.102 -0.150
O -2.323 -1.791 0.057
C 1.413 1.082 -0.235
O 2.293 1.722 0.038
C 0.069 1.238 4.574
C 0.562 0.916 3.059
O -0.045 -0.325 2.673
H -0.994 1.343 4.533
H 0.531 2.124 4.878
H 0.348 0.412 5.171
H 0.204 1.696 2.418
H 1.624 0.866 3.045
H 0.638 -0.914 2.397
*
```

8.
Entry from OMol25: a molecular structure, C7H6IrNO7 (the ωB97M-V functional and the def2-TZVPD basis).

⟨S²⟩: 8.774
Relative energy (zero: lowest compared OMol25 entry of this formula, charge and spin), kcal/mol: 0.0
Lowest unoccupied orbital energy (spin up / spin down), eV: -12.2 / -16.8

Structure (ORCA input):
```
! wB97M-V def2-TZVPD RIJCOSX def2/J DEFGRID3
* xyz 3 6
O -1.927 1.743 -4.398
C -1.429 1.630 -3.357
Ir -0.548 1.386 -1.652
C 1.171 0.553 -1.599
O 2.203 0.039 -1.694
C -1.500 1.720 0.195
O -1.360 1.791 1.392
C -1.431 -0.508 -1.502
O -2.207 -1.309 -1.845
C 0.132 3.215 -1.537
O 0.609 4.260 -1.475
H -2.499 2.112 -0.151
N 1.327 -1.549 2.756
C 0.679 -2.285 1.634
C 0.453 -1.213 0.559
O -0.047 -1.616 -0.547
O 0.793 -0.051 0.868
H 2.347 -1.608 2.642
H 1.134 -1.953 3.678
H 1.027 -0.552 2.722
H 1.323 -3.100 1.314
H -0.253 -2.703 1.998
*
```

Number 1: E_tot -3297.060012 a.u.. Number 2: E_tot -3391.464441 a.u.. Number 3: E_tot -2217.941591 a.u.. Number 4: E_tot -1597.542355 a.u.. Number 5: E_tot -880.256160 a.u.. Number 6: E_tot -699.891954 a.u.. Number 7: E_tot -1983.910672 a.u.. Number 8: E_tot -954.611560 a.u..